Molecular formula: C48H117N7O17S5
Method: DFT, wB97M-V/def2-TZVPD

```
194
Properties=species:S:1:pos:R:3:forces:R:3:lowdin_charge:R:1
H -3.406 -4.324 4.148 0.37 -0.24 0.35 0.129
H -1.784 2.728 0.101 -0.90 0.93 0.48 0.071
H 1.510 0.387 1.817 0.01 0.53 -0.30 0.066
H -1.731 5.858 1.659 -0.02 0.23 0.69 0.069
C 0.012 -0.383 0.424 0.94 0.62 -0.44 -0.392
H -3.448 -2.019 -0.094 0.91 0.01 0.00 0.096
N -0.260 0.344 6.157 1.22 -0.20 -0.44 0.055
O 0.259 5.476 2.329 -0.70 1.26 -0.03 -0.213
H 1.346 -6.624 0.198 0.25 0.03 -0.41 0.124
H -1.606 -6.238 -2.028 0.06 0.19 0.03 0.058
H -1.637 -3.708 -6.551 -0.85 0.36 0.25 0.110
H 0.169 1.981 3.306 0.04 -0.01 -0.09 0.061
C 0.647 0.856 5.108 -0.14 0.51 0.38 -0.429
H -0.971 5.560 3.942 -0.11 -0.86 0.45 0.121
H 0.671 -3.156 0.253 -0.03 0.72 0.52 0.005
N -4.995 -5.294 2.651 -0.82 -1.25 0.61 0.019
H -0.395 3.131 -2.567 -0.57 -0.54 0.14 0.099
C -2.068 -1.677 -4.720 -0.31 0.07 -0.27 -0.206
C 1.306 -4.590 -1.697 1.08 -0.56 -1.20 -0.081
C 4.053 -2.436 -2.876 0.45 0.06 -0.40 -0.193
H -2.009 4.053 -4.615 0.33 -0.01 -0.29 0.087
H 4.053 5.802 1.164 0.19 -0.15 -0.09 0.104
H 4.991 -2.210 -2.369 -0.03 0.45 0.08 0.092
H -2.524 -5.108 -4.851 -0.11 0.17 -0.04 0.092
C -0.756 -2.211 -5.265 0.43 -0.77 0.21 -0.235
H 1.426 1.606 -3.624 0.00 0.19 -0.27 0.093
O 4.661 5.376 -1.398 -2.10 -0.15 0.32 -0.347
C -3.729 5.203 -0.368 -0.83 1.45 -1.05 -0.063
C -5.182 3.825 -4.912 -0.33 0.78 0.40 -0.077
H -0.831 1.147 6.384 -0.27 -0.04 0.51 0.063
C 4.774 -1.564 -5.062 -0.08 -0.80 -0.10 -0.234
H 1.545 3.558 -0.974 -0.04 0.30 -0.13 0.082
H -1.367 -2.451 2.361 -0.06 0.51 -0.12 0.063
O -2.173 -2.772 -2.323 -0.41 -0.28 0.43 -0.352
C -4.628 4.310 -1.201 0.51 -1.43 -0.49 -0.417
H 3.820 0.450 -5.059 0.20 -0.07 0.11 0.102
H -4.518 -0.872 -1.795 -0.18 -0.10 -0.09 0.106
H 2.333 -4.829 -1.422 0.14 -0.09 0.22 0.079
C -1.151 2.474 0.952 -1.13 0.79 -0.42 -0.132
N 4.746 -3.618 0.935 0.86 0.19 -0.66 0.045
C -3.470 -5.314 0.812 1.72 -0.57 0.11 -0.041
N -0.032 -1.518 -0.475 -0.15 0.04 -0.55 0.070
S -5.810 -1.252 1.573 0.89 1.76 1.16 0.752
O -4.198 -3.146 -3.840 2.07 -0.11 0.68 -0.339
C 2.897 3.950 1.386 -0.95 -0.22 0.73 -0.227
H -0.117 6.953 3.847 0.61 0.64 -0.63 0.127
C -3.596 -5.387 2.335 -0.74 1.50 0.06 -0.417
C 3.123 5.345 0.827 0.51 1.24 0.00 -0.220
H 0.027 4.875 6.298 -0.46 0.28 -0.17 0.075
H -2.770 5.288 -0.879 0.13 0.16 0.28 0.079
H -5.688 4.457 -0.994 -0.16 0.24 0.41 0.137
H 7.041 -1.683 5.653 -0.33 0.29 0.04 0.095
H 0.059 -3.150 3.062 0.15 0.40 0.51 0.078
H -2.632 -0.346 -0.128 -0.01 -0.38 0.01 0.086
C 3.152 2.938 0.303 0.50 0.46 -1.06 -0.211
H -3.570 -1.102 2.479 0.29 -0.64 -0.47 0.079
H -0.620 2.570 4.751 0.24 0.27 0.27 0.078
O 0.067 -7.258 -1.272 -0.97 0.06 0.70 -0.175
C -1.292 -7.228 -1.699 -0.18 -0.17 -0.55 -0.116
H 3.438 -0.477 5.390 0.08 -0.35 0.16 0.076
C -0.689 6.099 1.448 0.54 -0.65 -1.00 -0.094
H 0.259 3.905 -3.865 0.22 -0.06 -0.65 0.118
H -4.261 2.843 0.078 -0.28 -0.62 0.12 0.067
H -5.365 -4.359 2.559 -0.15 -0.25 -0.45 0.017
H -0.563 5.699 0.442 0.43 -0.46 0.03 0.080
C -1.773 -4.416 -4.470 -0.33 0.57 -0.99 -0.153
H -0.190 0.955 -3.489 0.25 -0.51 -0.08 0.088
O -2.441 1.221 -6.222 2.48 1.50 0.17 -0.364
H 2.540 5.831 3.240 0.43 0.38 -0.18 0.024
H 3.536 -3.110 -2.193 -0.42 -0.06 -0.53 0.071
H -4.276 6.145 -0.399 0.58 0.65 -0.10 0.083
H -4.025 -4.490 0.363 0.18 0.18 0.20 0.074
C -4.036 -0.718 1.572 -0.07 0.30 -0.85 -0.193
O 2.518 0.879 6.686 -0.99 1.05 -0.76 -0.214
C 5.725 -2.727 1.566 -1.17 1.27 1.34 -0.390
H 3.866 -3.132 0.834 -0.45 0.04 0.25 0.053
H 0.350 0.153 6.939 -0.23 -0.25 0.57 0.063
H -0.908 -1.679 -0.951 -0.62 0.01 0.34 0.045
H 3.471 3.727 2.285 0.46 0.25 -0.12 0.119
H 5.268 -2.134 5.527 -0.05 0.31 0.56 0.072
C 0.411 1.700 -4.011 -1.28 -0.49 -0.52 -0.208
H -5.374 4.863 -5.184 -0.21 0.28 0.05 0.087
C -3.514 -0.947 0.093 -1.82 0.07 1.59 -0.170
C 3.627 -0.610 -4.895 -0.56 0.53 1.94 -0.174
H -0.339 -1.751 -6.161 -0.59 0.52 -0.07 0.107
O -1.548 -4.308 3.114 -1.56 0.91 0.59 -0.181
H -2.041 -0.748 -4.152 0.22 -0.23 0.33 0.087
H -2.409 -5.306 0.564 0.25 0.68 -0.30 0.052
H -4.199 3.620 -5.335 0.12 -0.49 0.29 0.063
S 3.149 -0.842 -3.041 -1.08 -1.62 -1.78 0.739
H 1.063 -5.238 -2.539 0.03 0.16 -0.37 0.080
H 4.676 -0.878 0.957 -0.13 0.04 0.36 0.057
N 0.845 -4.094 0.582 -1.01 -1.20 -1.03 0.071
H -1.242 -2.426 4.128 0.01 -0.34 0.34 0.093
C -0.115 0.905 -0.417 1.19 1.62 0.40 -0.153
H 1.873 3.831 1.738 -0.25 0.30 -0.27 0.090
C -1.036 -3.674 -5.642 -0.31 -0.26 -0.23 -0.208
H -3.595 5.065 0.705 -0.18 -0.95 -0.17 0.070
H 0.219 0.422 -5.910 -0.12 -0.08 0.46 0.067
H 2.245 7.147 4.158 -0.16 0.17 0.04 0.078
H -0.253 -6.576 0.725 -0.75 0.15 -0.19 0.117
O 3.773 0.106 -2.148 -0.61 0.21 -0.19 -0.332
H -5.034 0.493 -0.861 0.82 0.20 0.42 0.084
H -0.888 3.263 1.656 -0.66 0.21 -0.06 0.083
H 3.003 3.038 -1.881 -0.01 0.10 -0.06 0.093
C -5.967 -1.276 -0.237 0.70 -1.46 0.81 -0.198
C 1.399 -0.407 1.079 -0.34 -0.03 1.31 -0.042
C -3.002 -4.221 3.141 1.16 -1.43 -0.10 -0.166
H -5.015 2.402 -1.353 0.10 -0.70 0.28 0.052
H 2.260 -0.398 0.411 -0.22 0.01 -0.30 0.068
H 4.903 -1.808 -6.116 0.36 0.24 0.01 0.123
S -2.747 -3.024 -3.623 0.12 0.38 -2.27 0.734
O 2.236 6.242 -1.603 1.86 -1.74 0.86 -0.372
H -4.894 5.590 -2.863 -0.43 0.33 -0.17 0.124
H -0.936 0.989 -1.129 -0.84 -0.26 0.40 0.117
H -2.082 -7.596 -1.044 0.44 0.16 1.12 0.077
C 2.635 3.556 -0.996 0.32 0.24 -0.56 -0.214
N -4.256 2.916 -0.929 -0.13 0.55 -0.57 0.047
H 5.332 -3.497 -4.352 0.26 0.17 0.62 0.115
H -1.129 -5.018 -3.829 0.05 0.69 0.43 0.070
H 1.100 1.911 -6.092 -0.31 0.40 -0.16 0.099
H -1.198 1.128 4.055 0.14 -0.33 -0.22 0.082
C 6.286 -2.310 5.179 -0.16 -0.38 0.93 -0.138
H 1.303 2.491 6.300 0.31 0.31 -0.05 0.112
H 2.521 2.075 4.994 -0.19 0.31 -0.19 0.118
O -6.523 -0.084 2.133 0.27 -1.98 -0.61 -0.354
C 0.883 5.495 6.029 -0.11 -0.51 0.82 -0.067
H -5.373 -5.956 1.988 -1.21 0.37 0.18 0.072
C -1.656 3.038 -4.433 0.58 0.14 0.37 -0.219
O -5.298 3.662 -3.495 0.04 -0.45 0.15 -0.181
H -0.160 -4.119 -6.113 0.49 -0.53 1.09 0.111
H 5.070 -3.720 -0.016 -0.09 -0.44 -0.36 0.053
H 3.775 -3.494 -4.891 -0.87 0.34 0.39 0.114
C 0.036 5.887 3.682 -1.21 -0.32 0.01 -0.203
H 1.459 -1.276 1.734 0.08 -0.47 -0.34 0.069
H -6.981 -1.000 -0.527 0.31 0.31 -0.07 0.113
C 1.790 1.710 5.716 0.00 -1.90 0.86 -0.140
H -0.706 -0.485 1.238 -0.33 0.13 -0.21 0.119
C 5.349 -2.776 3.077 0.72 -0.05 -0.44 -0.203
C 1.165 5.423 4.568 0.21 0.08 -0.73 -0.453
H -3.758 -6.229 0.295 -0.62 -0.21 0.33 0.069
C -1.008 -3.000 3.231 0.51 -0.63 -1.22 -0.120
C -4.720 -0.547 -0.774 -1.11 0.13 -0.59 -0.205
C -4.534 4.571 -2.722 0.18 0.90 -0.24 -0.207
H 1.683 4.966 6.546 0.35 0.54 0.14 0.078
H -5.954 3.225 -5.395 0.23 -0.18 0.21 0.096
C 5.694 -1.263 1.028 0.13 -0.83 -0.16 -0.047
H -3.292 -6.342 2.763 0.72 0.05 -0.25 0.142
H 0.752 6.507 6.413 0.05 -0.03 0.06 0.086
H -3.532 4.627 -3.148 0.52 -0.38 0.51 0.100
N 2.384 6.146 4.186 0.18 -0.83 0.14 0.073
O -1.186 3.274 -7.067 0.17 -1.34 0.91 -0.339
H 1.096 0.058 4.517 -0.10 -0.34 0.12 0.126
S -1.352 2.235 -6.049 -1.63 -0.07 0.17 0.741
H 2.346 6.065 1.082 -0.21 -0.22 -0.15 0.080
H 2.625 1.994 0.442 0.39 0.01 0.21 0.090
H 1.281 -3.542 -1.993 -0.20 0.04 -0.10 0.055
H 6.327 -0.593 1.609 -0.11 -0.04 0.11 0.075
C 4.448 -2.861 -4.312 -0.17 -0.50 -0.09 -0.210
H -0.589 -4.551 -1.036 -0.67 0.06 0.70 0.102
H 5.246 -3.819 3.377 0.28 -0.25 0.03 0.121
H -1.460 -7.917 -2.527 0.77 0.08 -0.39 0.086
C -0.271 1.666 4.252 -0.24 0.73 -1.15 -0.085
H -2.505 2.537 -3.970 0.28 -0.43 0.14 0.093
O 6.330 -2.102 3.826 0.74 0.31 -1.50 -0.189
H 4.235 2.848 0.214 0.04 -0.65 -0.12 0.124
H 4.111 -0.159 7.092 0.21 -0.65 -0.46 0.095
C 0.360 -4.868 -0.603 0.66 -0.97 1.52 -0.437
H -0.524 7.161 1.266 -0.04 0.26 0.77 0.098
H 0.123 -4.306 1.256 -0.04 0.36 0.75 0.032
H -1.690 1.664 1.443 0.39 -0.41 0.44 0.077
H 6.540 -3.328 5.474 0.02 -0.44 -0.16 0.087
H -2.733 -1.453 -5.554 -0.34 -0.41 0.12 0.102
H -3.383 -3.242 2.850 0.25 0.03 -0.76 0.088
C 0.348 -6.374 -0.162 0.43 0.55 -1.14 -0.153
C 0.271 1.451 -5.555 -0.14 0.43 0.30 -0.172
S 3.237 5.309 -1.009 -0.61 0.05 0.29 0.755
H 4.373 0.975 5.787 0.14 0.12 -0.22 0.086
H 1.376 4.373 4.367 -0.07 -0.16 -0.30 0.116
H 6.742 -3.095 1.434 -0.11 -0.34 0.12 0.138
H 0.063 -2.143 -4.549 -0.15 -0.12 0.38 0.088
H 0.557 -1.260 -1.254 0.57 -0.25 -0.28 0.041
O -5.917 -2.604 2.156 -0.30 2.12 -0.93 -0.352
C -0.308 3.000 -3.645 -0.14 0.87 -0.51 -0.195
H 2.709 -0.880 -5.417 0.14 -0.24 -0.04 0.091
H -5.822 -2.347 -0.377 -0.26 -0.18 -0.48 0.093
O 0.027 2.161 0.324 1.48 -2.57 -0.65 -0.206
H 4.378 -2.330 3.293 -0.40 0.29 -0.32 0.118
C 3.671 0.239 6.178 -0.20 0.75 0.61 -0.116
H 5.703 -1.238 -4.593 0.01 0.66 -0.43 0.124
H 6.058 -1.250 0.001 0.18 -0.02 -0.13 0.060
H -4.016 0.361 1.728 -0.54 0.11 -0.01 0.082
H 0.739 0.969 -1.090 0.41 -0.49 0.01 0.107
O 1.674 -1.095 -3.052 2.43 0.68 0.43 -0.386
```
Positions in Å, forces in eV/Å.

Results
Energy relative to the best compared isomer or geometry (same formula, charge and spin) in kJ/mol: 85.1
Orbital gap in eV: 8.29
Maximum force in eV Å⁻¹: 3.04
Charge: 0

Molecular formula: C26H52N4O7P
Method: DFT, wB97M-V/def2-TZVPD

```
90
Properties=species:S:1:pos:R:3:forces:R:3:lowdin_charge:R:1
H -3.368 -2.141 -0.582 0.05 -0.04 0.01 0.085
H 1.686 4.033 -3.692 0.03 0.10 -0.05 0.079
H 3.028 5.558 -1.979 -0.01 0.05 -0.10 0.089
H 2.194 -5.676 2.761 0.02 -0.01 0.02 0.074
H -2.622 6.294 -1.094 0.00 0.00 0.00 0.085
C 0.467 -1.025 2.805 -0.54 -0.12 0.15 -0.166
H -4.797 -0.123 -3.623 -0.13 -0.09 0.07 0.089
H 1.388 -0.604 2.407 0.09 -0.01 0.02 0.121
C -4.700 0.837 0.142 -0.92 0.13 0.18 -0.134
H -7.795 0.490 -4.622 0.03 -0.10 0.01 0.088
H 6.417 -6.159 2.430 0.00 0.00 0.00 0.085
C -2.471 1.072 -0.039 0.39 0.36 0.10 -0.075
C -1.895 4.678 -2.280 -0.03 0.04 0.02 -0.502
C 4.321 -5.834 2.661 0.07 -0.04 0.01 -0.490
H 2.638 1.268 -0.975 0.19 -0.20 0.09 0.055
O -0.939 4.497 -1.556 0.02 -0.18 -0.06 0.045
C -4.662 -0.516 -0.132 0.50 -0.08 -0.04 -0.041
H -3.097 3.321 -3.434 -0.07 0.13 -0.12 0.063
C 5.146 0.004 4.519 -0.18 0.11 0.04 -0.023
O -5.551 2.599 -4.824 0.05 0.01 0.01 0.076
C -5.902 1.488 -4.506 -0.02 0.05 -0.01 -0.498
C 3.929 5.019 -2.275 0.11 -0.12 0.14 -0.014
H 4.422 5.572 -3.076 -0.10 0.06 -0.03 0.090
P -0.810 -2.549 -1.204 -0.03 -0.44 -0.53 0.945
H -4.550 1.456 -2.852 -0.03 0.01 0.01 0.060
O -0.061 -0.599 0.532 -0.27 -0.22 -0.20 -0.111
H -6.055 0.563 -2.565 -0.04 -0.13 -0.08 0.079
N -1.271 -3.418 0.174 0.10 -0.24 -0.51 -0.124
C 0.688 1.078 -1.363 0.46 0.44 -0.75 -0.252
H 4.163 -3.123 5.697 0.00 -0.02 -0.02 0.082
O 3.208 -0.795 5.637 -0.04 -0.03 -0.08 0.051
H -7.304 1.334 -6.104 0.00 0.00 0.00 0.086
N 2.032 0.502 -1.258 -0.37 0.17 0.22 0.032
H 0.676 1.803 -2.189 -0.32 0.11 0.05 0.106
H 5.459 -6.520 0.979 -0.04 -0.11 -0.01 0.087
H -1.988 -0.084 4.449 -0.14 -0.05 0.06 0.069
H -3.894 5.321 -1.863 -0.03 0.02 -0.12 0.089
H 3.075 4.041 -4.797 -0.06 0.09 0.01 0.090
H -1.181 0.486 -2.306 -0.22 0.07 0.25 0.126
C -6.953 0.728 -5.273 0.02 0.18 -0.09 -0.018
H 1.116 -2.906 -0.284 0.40 0.44 -0.08 0.080
C -0.359 0.053 -1.747 0.53 -0.27 -0.06 -0.126
H 0.433 1.654 -0.480 0.01 -0.16 0.17 0.112
C 2.634 3.546 -3.931 0.00 -0.20 0.06 -0.020
C 0.130 -0.449 4.180 -0.43 -0.43 0.15 -0.235
H -1.372 -1.602 1.841 -0.19 0.12 -0.21 0.101
H 5.803 -2.447 5.766 0.06 -0.01 -0.10 0.092
H 5.343 -0.259 3.478 0.11 -0.04 0.03 0.084
O 4.482 -4.906 3.419 -0.10 -0.10 -0.13 0.063
C -2.904 5.760 -1.998 0.14 0.03 0.17 -0.015
N -3.643 1.637 0.199 0.15 -0.21 -0.10 0.121
H 2.816 -6.220 1.183 0.03 -0.13 -0.01 0.079
H -1.644 -1.763 4.171 0.11 -0.29 0.29 0.067
C -2.306 -0.276 -0.311 -0.15 -0.14 0.05 -0.226
H -1.338 3.093 -3.602 0.02 0.02 0.00 0.065
H 0.575 -2.105 2.928 0.28 -0.06 -0.20 0.114
H 0.122 -0.652 -2.427 0.02 -0.10 0.07 0.094
H 2.349 0.305 -2.203 0.09 -0.13 0.06 0.073
O 4.002 2.643 -2.206 -0.10 0.01 -0.02 0.049
C 3.568 3.636 -2.749 0.04 0.06 0.02 -0.491
H -6.536 -0.204 -5.660 -0.05 -0.06 0.08 0.087
H 6.098 0.093 5.043 0.06 -0.06 -0.08 0.086
H -5.558 -1.112 -0.193 -0.10 0.03 0.08 0.119
C -1.271 -0.875 4.681 0.04 0.71 -0.51 -0.093
H 4.628 0.960 4.556 0.00 0.00 0.01 0.080
C 4.865 -2.453 5.209 -0.19 0.16 0.22 -0.028
H 0.161 0.639 4.127 0.23 0.06 0.16 0.114
H -1.598 1.714 -0.004 -0.07 0.13 0.02 0.126
H -2.094 -3.971 -0.050 -0.07 0.06 0.22 0.051
O 0.793 -2.639 -1.159 -0.58 -0.35 0.29 -0.229
H 4.601 4.949 -1.423 0.00 0.00 0.00 0.085
H 2.452 2.500 -4.176 0.02 0.00 -0.01 0.076
H -0.576 -4.071 0.524 0.06 0.20 0.21 0.065
H 2.791 -7.336 2.560 0.01 -0.04 -0.11 0.088
C -5.291 0.799 -3.306 0.19 0.11 -0.03 -0.029
C -3.422 -1.089 -0.350 0.04 -0.31 -0.21 -0.015
H 5.054 -2.814 4.201 0.13 0.00 0.00 0.060
H -2.146 4.457 -4.401 -0.13 -0.01 -0.02 0.094
C 5.485 -6.586 2.068 0.09 0.14 0.12 -0.017
H 0.853 -0.809 4.905 0.32 0.27 -0.11 0.084
C -2.134 3.831 -3.508 0.19 -0.13 0.16 -0.013
H -1.180 0.161 2.118 -0.17 0.04 -0.20 0.123
H -1.281 -0.997 5.759 -0.05 -0.22 0.03 0.074
H -2.945 6.462 -2.832 -0.11 -0.06 -0.05 0.091
H -5.669 1.287 0.326 0.07 0.20 0.02 0.121
C -0.683 -0.764 1.826 0.54 0.19 0.67 -0.184
H 5.437 -7.637 2.355 -0.04 -0.03 -0.10 0.089
N -0.945 -0.761 -0.584 0.00 0.43 0.15 -0.245
C 4.294 -1.060 5.169 0.05 0.01 0.05 -0.494
C 2.938 -6.296 2.265 -0.06 0.17 0.10 -0.025
```
Positions in Å, forces in eV/Å.

Results
Orbital gap in eV: 8.46
Maximum force in eV Å⁻¹: 0.98
Charge: +1